67
Properties=species:S:1:pos:R:3:forces:R:3 method="wB97M-V/def2-TZVPD" e_above_lowest_kj_mol=7.4 spin_multiplicity=5 e_homo_ev="-3.6 / -7.9" homo_lumo_gap_ev="3.800 / 6.266"
C 2.509 2.388 -6.393 -0.10 0.19 0.49
C 0.137 -4.801 0.318 0.05 -0.16 -0.11
H 1.102 -1.132 2.291 0.48 -0.02 -0.15
O 2.256 -2.392 4.077 0.16 -0.20 0.48
H 3.990 5.661 -4.890 -0.12 -0.15 -0.32
C -1.548 -0.911 4.056 -0.07 -0.01 0.15
H -2.631 1.417 4.949 -0.04 0.02 -0.23
H 4.885 1.639 0.891 0.05 -0.03 0.07
C 4.103 0.972 1.228 -1.05 0.17 -0.77
H 1.919 -5.513 -1.746 0.02 0.20 0.19
H -4.098 -0.431 -0.449 0.19 -0.09 -0.18
H -2.305 -1.711 4.009 0.26 0.19 -0.13
C 1.990 -0.583 1.982 1.19 -0.06 0.46
C 2.369 2.692 -5.030 0.13 0.55 0.06
Cl 1.610 -0.295 -2.170 1.02 -0.55 -1.28
H 3.139 3.133 -8.326 -0.06 0.16 0.44
H 2.156 1.418 -6.738 -0.09 0.27 -0.15
C -1.406 -0.040 -1.619 1.69 0.55 0.03
H -4.183 -1.924 -1.399 -0.15 0.29 -0.01
C 3.184 -1.605 3.890 -0.44 1.04 -1.40
C 2.303 -4.914 -0.908 0.05 0.08 0.11
H -0.580 -1.281 3.701 -0.32 0.19 0.03
H 3.083 -4.240 -1.274 -0.06 -0.27 0.04
N 4.301 -1.572 4.676 0.19 -0.23 0.41
H 4.934 -0.788 4.673 -0.22 -0.05 -0.18
H 0.532 -5.427 1.129 -0.09 0.26 -0.10
C 2.982 3.820 -4.478 -0.21 0.14 -0.39
N 1.891 0.152 0.854 -1.63 -1.35 0.64
C 1.314 -2.772 -0.382 -1.48 0.68 0.74
C 3.059 3.339 -7.254 0.18 0.22 0.34
C 2.902 0.973 0.523 2.55 1.42 -0.25
C -1.641 0.520 2.056 1.18 -1.54 -0.52
H 2.721 -5.597 -0.159 -0.05 0.20 -0.12
C 1.391 1.961 -4.189 -0.33 0.10 0.10
H -3.219 1.949 3.342 -0.07 -0.05 0.21
C 3.511 4.557 -6.716 0.13 -0.27 0.14
N -2.006 0.262 3.310 -0.19 0.10 -0.12
C -2.262 -1.052 -1.408 -0.81 -0.87 0.42
C 3.537 4.770 -5.327 0.09 -0.31 -0.12
H -0.332 -5.476 -0.410 -0.01 0.22 0.11
C -3.009 1.084 3.975 0.04 0.04 -0.05
C -1.662 1.066 -2.564 -0.07 0.69 0.03
C -3.749 -0.917 -1.373 -0.34 -0.43 -0.29
H 5.221 0.072 2.842 -0.11 0.08 -0.20
H 1.352 0.875 -4.398 -0.40 0.13 0.17
O 0.657 2.524 -3.392 1.44 -0.39 -1.08
H -0.891 1.837 -2.475 -0.57 -0.38 -0.11
H 2.249 -2.363 -0.797 -0.47 0.04 0.13
H -4.141 -0.334 -2.215 0.11 -0.08 0.15
H 2.975 3.934 -3.394 -0.15 0.18 -0.31
H 2.721 1.618 -0.332 0.25 -0.10 0.20
Cl 0.023 2.299 -0.150 -0.48 1.38 0.35
H -2.096 1.414 1.593 0.36 -0.28 0.08
N 1.245 -4.097 -0.323 0.10 -0.08 0.03
H -1.853 -2.033 -1.182 0.01 0.08 0.39
Ir 0.195 0.050 -0.423 -0.22 0.85 -0.04
C 4.269 0.127 2.320 1.81 0.76 0.03
H 3.897 5.333 -7.375 -0.04 -0.21 0.08
H 4.298 -2.141 5.506 -0.10 0.00 -0.08
O 0.351 -2.039 0.017 1.31 -2.68 -0.60
H -1.639 0.684 -3.596 -0.25 0.10 0.20
H -2.635 1.522 -2.331 0.00 -0.11 -0.31
C 3.180 -0.649 2.731 -2.60 -1.45 0.46
O -0.832 -0.243 1.440 -2.33 1.05 2.14
H -3.937 0.521 4.148 0.20 0.07 -0.12
H -1.468 -0.607 5.106 0.16 -0.13 -0.22
H -0.596 -4.087 0.708 0.31 -0.17 -0.15

55
Properties=species:S:1:pos:R:3:forces:R:3 method="wB97M-V/def2-TZVPD" e_above_lowest_kj_mol=8.3 smiles="COc1ccc(OCc2cc(C(=O)NCC(C)(C)N3CCOCC3)no2)c(Cl)c1" e_homo_ev=-8.3 homo_lumo_gap_ev=8.989
C 3.556 1.346 -0.510 0.10 -0.07 0.18
C -4.030 -1.258 -1.167 0.09 -0.25 0.02
H 3.858 1.827 0.423 0.02 -0.04 -0.10
C 0.104 2.707 -0.348 -1.05 0.12 -0.11
C -3.307 0.449 0.896 -0.09 -0.01 -0.16
H -0.817 3.868 1.318 -0.02 0.08 0.26
O -2.950 -3.057 0.084 0.08 0.12 0.22
H 2.522 0.885 1.829 0.05 0.05 0.03
C -2.058 3.035 -0.300 0.75 0.28 0.64
C -2.978 -0.892 0.955 -0.02 -0.30 -0.22
H -4.857 0.493 -2.074 -0.04 0.06 -0.11
O -1.731 2.315 -1.386 -0.55 0.26 -0.01
H -4.335 -1.894 -1.982 -0.01 -0.09 -0.07
H -2.893 -4.939 -0.583 -0.05 0.04 -0.07
N -0.400 2.108 -1.403 1.08 -0.19 0.00
H 1.825 -2.260 -0.824 0.00 -0.03 -0.01
H -2.436 -1.284 1.801 0.07 0.01 0.11
H 4.280 1.622 -1.283 0.04 -0.04 0.12
C -3.286 -3.982 -0.922 -0.04 -0.12 -0.13
O 0.122 -1.443 1.937 -0.05 -0.13 0.19
C 1.539 2.608 0.020 0.36 -0.18 -0.51
H 0.543 0.120 3.132 0.00 0.05 -0.05
H 4.838 -0.190 1.367 0.04 0.04 0.13
C -4.330 0.089 -1.225 0.06 0.30 0.28
H 0.118 0.559 1.452 0.01 -0.02 0.07
H -3.825 4.177 -0.659 0.07 -0.11 0.14
C 4.774 -0.665 0.392 -0.33 0.15 -0.14
C 0.291 -1.895 0.616 0.18 -0.27 -0.31
H -0.265 -1.241 -0.074 0.04 -0.07 0.01
C -3.498 3.333 -0.039 0.04 0.36 -0.20
H 4.752 -1.744 0.529 0.04 -0.12 0.01
H -4.371 -4.063 -1.048 0.03 0.01 -0.01
H 5.665 -0.408 -0.175 0.17 0.02 -0.04
C 3.550 -0.801 -1.779 0.00 0.06 0.30
C -0.925 3.325 0.405 -0.43 -0.15 -0.58
N 2.260 -0.540 0.302 0.08 -0.21 0.00
H -0.131 -2.900 0.580 0.02 0.04 -0.06
H 2.696 -0.808 2.365 0.02 0.07 -0.02
N 2.258 1.869 -0.846 0.12 0.17 -0.28
H -3.616 3.607 1.016 0.08 -0.02 -0.26
H 3.724 -1.874 -1.748 -0.04 -0.12 -0.06
C -3.329 -1.761 -0.077 -0.04 0.36 0.11
C 3.519 -0.202 -0.366 0.18 0.10 -0.10
C 1.766 -1.901 0.201 -0.34 0.01 0.09
O -4.364 2.276 -0.406 -0.10 -0.15 0.19
Cl -2.876 1.414 2.272 -0.14 -0.02 0.28
O 1.991 3.143 1.015 -0.20 0.11 0.27
C -3.975 0.975 -0.213 -0.05 -0.40 -0.13
H 1.744 1.407 -1.581 -0.09 0.01 0.09
H -2.826 -3.720 -1.880 -0.03 0.00 0.02
C 0.669 -0.154 2.083 0.32 0.31 0.13
H 2.320 -2.594 0.858 -0.01 -0.03 -0.08
H 2.617 -0.609 -2.302 -0.14 -0.02 -0.13
C 2.147 -0.127 1.692 -0.33 -0.02 0.10
H 4.363 -0.353 -2.344 0.08 0.03 -0.04